# 1
Here is a structure of composition C3H3FIrO2 in a non-equilibrium geometry from OMol25. Energies are from the ωB97M-V functional and the def2-TZVPD basis.

Relative energy (zero: lowest compared OMol25 entry of this formula, charge and spin): 0.0 kJ/mol
HOMO (alpha / beta): -18.0 / -20.1 eV
E_LUMO (alpha / beta): -10.902 / -14.071 eV
Total charge: +2
2S+1: 6
Orbital gap (alpha / beta): 0.2614 / 0.2228 Eh

CARTESIAN COORDINATES (ANGSTROEM)
H: 0.78 0.05 1.39
H: 2.44 0.04 -0.84
O: 1.20 -1.57 -1.31
O: -0.48 -0.86 -0.18
C: 1.80 -0.69 -0.33
C: 0.55 -0.06 0.30
C: -0.09 -1.66 -1.19
H: 2.37 -1.30 0.38
F: 0.44 1.25 -0.23
Ir: -1.26 2.32 -0.49

Results of the Mulliken charge analysis, in e, for atoms 1 through 4:
1. H 0.35
2. H 0.32
3. O -0.14
4. O -0.24

=====

# 2
Here is a structure of composition C16H23As2MnNO3 in a non-equilibrium geometry from OMol25. Energies are from the ωB97M-V functional and the def2-TZVPD basis.

HOMO (alpha / beta): -14.3 / -14.3 eV
E_LUMO (alpha / beta): -7.122 / -7.352 eV
Total charge: +2
2S+1: 6
Orbital gap (alpha / beta): 0.2623 / 0.2553 Eh

CARTESIAN COORDINATES (ANGSTROEM)
Mn: -0.11 -0.06 -0.91
O: -0.81 -0.96 -2.61
C: -0.54 -0.90 -3.83
O: 1.06 0.96 -2.26
C: 1.14 0.88 -3.50
O: 1.94 1.63 -4.24
N: 0.40 0.02 -4.30
C: 1.58 1.44 -5.66
C: 0.64 0.27 -5.73
H: 2.51 1.24 -6.21
H: 1.08 2.35 -6.01
H: 1.08 -0.61 -6.22
H: -0.30 0.50 -6.24
C: -1.16 -1.70 -4.85
C: -2.31 -2.36 -4.58
H: -0.68 -1.71 -5.83
H: -2.78 -2.22 -3.61
H: -2.79 -2.99 -5.33
C: 3.14 -0.69 3.18
As: 1.61 -0.85 1.96
C: 1.22 -2.77 1.91
C: 0.26 -0.47 3.38
C: 0.33 -0.95 4.69
C: -0.50 -0.39 5.68
C: -1.41 0.62 5.34
C: -1.55 1.03 4.01
C: -0.75 0.45 3.02
As: -0.87 1.08 1.15
C: -2.78 1.45 1.13
C: 0.04 2.79 1.42
H: 4.04 -0.90 2.60
H: 3.02 -1.39 4.01
H: 3.17 0.34 3.55
H: 1.47 -3.22 2.87
H: 0.16 -2.89 1.66
H: 1.85 -3.17 1.10
H: 1.05 -1.73 4.97
H: -0.42 -0.74 6.71
H: -2.03 1.09 6.11
H: -2.26 1.81 3.75
H: -3.04 2.21 1.86
H: -3.02 1.78 0.11
H: -3.29 0.50 1.34
H: -0.53 3.37 2.16
H: 1.05 2.58 1.78
H: 0.07 3.29 0.45

Results of the Mulliken charge analysis, in e, for atoms 1 through 4:
1. Mn 1.07
2. O -0.83
3. C 0.96
4. O -0.74

=====

# 3
Here is a cluster of 2 separate species, C3H3BrFI in total in a non-equilibrium geometry from OMol25. Energies are from the ωB97M-V functional and the def2-TZVPD basis.

Relative energy (zero: lowest compared OMol25 entry of this formula, charge and spin): 302.8 kJ/mol
HOMO: -9.2 eV
E_LUMO: -0.849 eV
2S+1: 1
Orbital gap: 0.3054 Eh

CARTESIAN COORDINATES (ANGSTROEM)
C: -0.32 -1.46 0.40
C: -0.84 -0.30 0.00
C: 1.05 1.85 -0.59
F: 0.68 2.68 0.39
Br: 2.55 0.81 -0.16
I: -2.83 0.23 -0.15
H: -0.81 -2.40 0.55
H: 0.79 -1.47 0.30
H: -0.27 0.08 -0.74

Results of the Mulliken charge analysis, in e, for atoms 1 through 4:
1. C -0.35
2. C -0.51
3. C 0.04
4. F -0.07

=====

# 4
Here is the molecule C4H9N3S in a non-equilibrium geometry from OMol25. Energies are from the ωB97M-V functional and the def2-TZVPD basis.

Relative energy (zero: lowest compared OMol25 entry of this formula, charge and spin): 138.5 kJ/mol
HOMO: -9.4 eV
E_LUMO: 0.543 eV
Structure (SMILES): [H]/N=C/N(S)/C(C)=N\C
2S+1: 1
Orbital gap: 0.3663 Eh

CARTESIAN COORDINATES (ANGSTROEM)
H: -1.15 -1.25 -2.77
N: -0.94 -1.16 -1.82
C: 0.03 -0.38 -1.74
N: 0.54 0.13 -0.56
S: 1.79 1.27 -0.59
C: -0.03 -0.28 0.67
C: 0.23 -1.75 1.02
N: -0.70 0.49 1.41
C: -0.94 1.90 1.09
H: 0.53 0.12 -2.63
H: 2.84 0.42 -0.51
H: -0.19 -1.96 2.00
H: -0.27 -2.36 0.27
H: 1.29 -1.98 0.97
H: -0.96 2.10 0.02
H: -0.19 2.56 1.57
H: -1.90 2.14 1.59

Results of the Mulliken charge analysis, in e, for atoms 1 through 4:
1. H 0.25
2. N -0.59
3. C 0.02
4. N -0.08

=====

# 5
Here is a structure of composition C41H67N2O4SeSi2TeW in a non-equilibrium geometry from OMol25. Energies are from the ωB97M-V functional and the def2-TZVPD basis.

Relative energy (zero: lowest compared OMol25 entry of this formula, charge and spin): 69.2 kJ/mol
HOMO (alpha / beta): -10.3 / -10.3 eV
E_LUMO (alpha / beta): -4.248 / -4.250 eV
Total charge: +1
2S+1: 1
Orbital gap (alpha / beta): 0.2221 / 0.2220 Eh

CARTESIAN COORDINATES (ANGSTROEM)
W: -0.23 0.37 -0.70
C: 4.40 -1.78 3.91
C: 2.98 -2.15 3.46
C: 2.01 -1.76 4.57
C: 2.88 -3.67 3.26
C: 2.65 -1.46 2.15
C: 1.50 -0.68 1.98
C: 1.28 -0.09 0.75
Se: -0.80 1.88 1.29
C: -1.72 0.21 1.15
C: -1.88 -0.68 2.24
C: -2.86 -1.63 2.20
C: -3.64 -1.74 1.03
C: -3.52 -0.96 -0.11
C: -2.53 0.04 -0.01
O: -2.12 0.81 -1.03
C: -4.42 -1.24 -1.31
C: -4.19 -2.68 -1.78
C: -4.19 -0.31 -2.51
C: -5.88 -1.06 -0.87
C: -3.13 -2.60 3.35
C: -2.20 -2.34 4.53
C: -4.58 -2.45 3.81
C: -2.89 -4.04 2.85
C: 2.14 -0.32 -0.29
O: 1.60 0.32 -1.43
C: 3.24 -1.16 -0.24
C: 3.47 -1.68 1.04
C: 4.06 -1.50 -1.47
C: 3.14 -2.13 -2.53
C: 5.18 -2.49 -1.16
C: 4.69 -0.21 -2.03
H: 4.64 -2.28 4.85
H: 5.15 -2.09 3.18
H: 4.50 -0.71 4.05
H: 2.31 -2.24 5.51
H: 2.01 -0.68 4.74
H: 0.99 -2.07 4.35
H: 3.04 -4.19 4.20
H: 1.90 -3.94 2.87
H: 3.63 -4.03 2.55
H: 0.81 -0.52 2.79
H: -1.26 -0.54 3.11
H: -4.40 -2.51 1.01
H: -3.14 -2.85 -2.01
H: -4.49 -3.41 -1.02
H: -4.78 -2.88 -2.68
H: -3.18 -0.38 -2.90
H: -4.88 -0.59 -3.30
H: -4.38 0.74 -2.26
H: -6.15 -1.74 -0.05
H: -6.07 -0.04 -0.54
H: -6.55 -1.28 -1.70
H: -2.31 -1.33 4.93
H: -2.44 -3.04 5.34
H: -1.16 -2.50 4.26
H: -4.78 -1.44 4.16
H: -5.29 -2.68 3.01
H: -4.78 -3.14 4.63
H: -1.88 -4.15 2.46
H: -3.02 -4.74 3.68
H: -3.60 -4.32 2.07
H: 4.34 -2.32 1.17
H: 2.68 -3.04 -2.14
H: 2.35 -1.43 -2.83
H: 3.72 -2.39 -3.42
H: 4.79 -3.42 -0.74
H: 5.71 -2.73 -2.08
H: 5.90 -2.08 -0.45
H: 3.92 0.51 -2.33
H: 5.33 0.26 -1.29
H: 5.29 -0.44 -2.91
C: 4.30 3.64 -2.36
Si: 3.07 4.69 -1.44
C: 3.84 5.57 0.01
C: 2.29 5.92 -2.62
C: 1.75 3.53 -0.72
Te: 0.37 2.71 -2.10
C: -1.00 4.34 -2.11
Si: -2.05 5.11 -0.73
C: -2.74 6.64 -1.56
C: -1.01 5.69 0.71
C: -3.46 3.99 -0.26
H: 5.04 4.26 -2.87
H: 3.80 3.04 -3.13
H: 4.82 2.96 -1.69
H: 4.69 6.18 -0.31
H: 4.21 4.85 0.75
H: 3.13 6.23 0.50
H: 3.08 6.51 -3.09
H: 1.61 6.62 -2.13
H: 1.75 5.43 -3.44
H: 1.14 4.01 0.05
H: 2.25 2.67 -0.26
H: -1.69 4.07 -2.91
H: -0.35 5.11 -2.52
H: -1.94 7.34 -1.83
H: -3.43 7.16 -0.89
H: -3.29 6.40 -2.47
H: -0.13 6.24 0.38
H: -0.69 4.90 1.38
H: -1.62 6.38 1.31
H: -4.16 3.89 -1.09
H: -4.01 4.39 0.59
H: -3.10 3.00 0.01
C: -0.48 -2.71 -4.44
N: -0.42 -2.83 -2.98
C: -0.34 -4.04 -2.32
C: -0.28 -4.12 -0.99
C: -0.28 -2.92 -0.15
O: -0.22 -2.93 1.06
N: -0.35 -1.73 -0.89
C: -0.43 -1.71 -2.24
O: -0.52 -0.55 -2.72
H: -0.35 -3.70 -4.86
H: 0.31 -2.05 -4.79
H: -1.45 -2.31 -4.74
H: -0.34 -4.91 -2.96
H: -0.23 -5.08 -0.49

Results of the Mulliken charge analysis, in e, for atoms 1 through 4:
1. W 0.65
2. C -1.76
3. C 1.83
4. C -1.55

=====

# 6
Here is a structure of composition C10H23CsN2OP in a non-equilibrium geometry from OMol25. Energies are from the ωB97M-V functional and the def2-TZVPD basis.

HOMO: -11.5 eV
E_LUMO: -3.663 eV
Total charge: +1
2S+1: 1
Orbital gap: 0.2885 Eh

CARTESIAN COORDINATES (ANGSTROEM)
C: -5.06 -0.22 2.12
C: -3.65 0.08 1.55
C: -3.41 -0.56 0.18
N: -3.05 0.41 -0.86
P: -1.62 1.33 -0.50
C: -0.41 0.77 -1.79
C: 0.94 0.38 -1.16
C: 2.03 1.44 -1.31
C: 3.43 0.85 -1.36
N: 3.81 0.03 -0.20
C: 3.51 0.64 1.09
C: 3.51 -1.33 -0.33
C: 2.59 -2.02 0.66
O: 3.99 -1.99 -1.23
H: -5.66 0.68 2.14
H: -5.60 -0.96 1.53
H: -5.00 -0.57 3.15
H: -2.94 -0.31 2.27
H: -3.50 1.15 1.51
H: -4.32 -1.06 -0.15
H: -2.62 -1.34 0.26
H: -2.95 -0.06 -1.76
H: -2.00 2.59 -1.00
H: -0.28 1.56 -2.52
H: -0.85 -0.10 -2.28
H: 0.77 0.16 -0.10
H: 1.28 -0.55 -1.62
H: 1.95 2.21 -0.54
H: 1.88 1.95 -2.26
H: 4.17 1.65 -1.46
H: 3.53 0.23 -2.24
H: 2.44 0.74 1.32
H: 3.96 0.04 1.88
H: 3.99 1.62 1.13
H: 1.82 -2.52 0.07
H: 2.13 -1.36 1.40
H: 3.16 -2.79 1.18
Cs: -1.97 -2.73 1.22

Results of the Mulliken charge analysis, in e, for atoms 1 through 4:
1. C -1.13
2. C -0.36
3. C -0.88
4. N -0.50

=====

# 7
Here is a structure of composition C38H36N4O4OsPS in a non-equilibrium geometry from OMol25. Energies are from the ωB97M-V functional and the def2-TZVPD basis.

HOMO (alpha / beta): -15.8 / -15.2 eV
E_LUMO (alpha / beta): -8.343 / -12.029 eV
Total charge: +3
2S+1: 5
Orbital gap (alpha / beta): 0.2742 / 0.1184 Eh

CARTESIAN COORDINATES (ANGSTROEM)
Os: -0.15 0.93 -0.45
C: 1.61 4.92 -0.37
C: 0.54 5.69 0.05
C: -0.69 5.08 0.25
C: -0.81 3.72 0.05
N: 0.26 2.95 -0.28
C: 1.43 3.56 -0.50
C: -2.10 3.01 0.07
C: -3.29 3.57 0.49
C: -4.46 2.83 0.38
C: -4.42 1.59 -0.21
C: -3.19 1.07 -0.60
N: -2.05 1.74 -0.42
H: 2.58 5.35 -0.58
H: 0.66 6.76 0.21
H: -1.55 5.67 0.54
H: 2.26 2.94 -0.81
H: -3.31 4.57 0.91
H: -5.39 3.23 0.76
H: -5.31 1.00 -0.37
H: -3.12 0.10 -1.07
O: -2.26 -0.82 1.17
S: -1.05 -1.41 0.71
O: 0.17 -0.99 1.43
O: -0.75 -1.02 -0.74
C: -1.10 -3.18 0.69
C: -2.27 -3.86 0.95
C: -2.29 -5.25 0.85
C: -1.15 -5.94 0.46
C: 0.03 -5.26 0.19
C: 0.07 -3.87 0.32
P: 1.63 -3.04 -0.01
C: 2.19 -3.58 -1.65
C: 3.29 -4.41 -1.88
C: 3.65 -4.71 -3.18
C: 2.95 -4.18 -4.26
C: 1.84 -3.38 -4.03
C: 1.47 -3.06 -2.73
C: 2.74 -3.51 1.31
C: 2.20 -3.75 2.58
C: 3.03 -4.06 3.64
C: 4.41 -4.10 3.46
C: 4.95 -3.83 2.21
C: 4.13 -3.52 1.14
H: -3.16 -3.31 1.24
H: -3.21 -5.78 1.05
H: -1.18 -7.01 0.36
H: 0.91 -5.80 -0.13
H: 3.82 -4.87 -1.06
H: 4.48 -5.38 -3.35
H: 3.25 -4.41 -5.27
H: 1.26 -3.00 -4.86
H: 0.62 -2.42 -2.55
H: 1.12 -3.70 2.72
H: 2.60 -4.25 4.61
H: 5.05 -4.34 4.29
H: 6.03 -3.85 2.07
H: 4.55 -3.31 0.17
C: 6.98 1.05 -4.79
C: 6.40 -0.33 -4.43
N: 5.87 -0.39 -3.07
C: 6.65 -1.12 -2.10
C: 7.98 -0.42 -1.77
C: 4.63 0.21 -2.85
O: 4.00 0.64 -3.80
C: 4.02 0.34 -1.48
C: 4.68 0.58 -0.28
C: 3.93 0.72 0.88
C: 2.55 0.69 0.80
N: 1.90 0.55 -0.37
C: 2.63 0.37 -1.48
H: 7.27 1.04 -5.84
H: 7.86 1.26 -4.19
H: 6.24 1.84 -4.64
H: 7.14 -1.11 -4.54
H: 5.56 -0.51 -5.11
H: 6.87 -2.10 -2.53
H: 6.06 -1.28 -1.20
H: 8.64 -0.41 -2.64
H: 8.48 -0.98 -0.98
H: 7.83 0.60 -1.43
H: 5.76 0.72 -0.23
H: 4.41 0.87 1.84
H: 1.93 0.79 1.68
H: 2.10 0.29 -2.42

Results of the Mulliken charge analysis, in e, for atoms 1 through 4:
1. Os 0.49
2. C -0.96
3. C -0.49
4. C -0.89

=====

Question: What is the formula in the seventh record?
Answer: C38H36N4O4OsPS